Record 1
Here is a structure of composition C29H46N6S2Si4Ti at a distorted geometry from the OMol25 dataset. Energies are from ωB97M-V/def2-TZVPD.

The geometry in XYZ format:
```
88
Properties=species:S:1:pos:R:3:mulliken_spin:R:1
Ti -0.1342 1.0423 0.3095 1.02
N 2.7991 0.4766 -1.5515 0.02
C 2.9702 0.9583 -0.3191 -0.02
N 1.9731 1.1287 0.5363 -0.05
C 2.4640 1.5433 1.7745 -0.02
C 3.7910 1.7240 1.8374 0.00
S 4.5134 1.3645 0.3127 0.00
C 1.4855 1.6657 2.8578 0.01
C 1.7504 1.8250 4.1594 0.01
S 0.2863 1.8469 5.0653 0.00
C -0.6136 1.6138 3.6238 0.02
N 0.1165 1.5484 2.5215 0.00
N -1.9522 1.5006 3.6761 0.00
H 1.8571 0.3680 -1.8997 0.02
H 3.5394 0.5306 -2.2297 0.00
H 4.3904 2.0427 2.6754 0.00
H 2.7098 1.9059 4.6459 0.00
H -2.4281 1.4849 4.5598 0.00
H -2.4875 1.3129 2.8482 0.00
C -6.3338 2.1662 -0.1979 0.00
C -4.8810 1.8426 -0.0150 0.00
C -4.0116 2.7321 0.6194 0.00
C -2.6874 2.3996 0.7685 0.02
N -2.1744 1.2305 0.3546 -0.05
C -3.0027 0.3749 -0.2507 0.00
C -4.3425 0.6447 -0.4577 0.00
H -6.5258 3.2324 -0.0885 0.00
H -6.9285 1.6376 0.5510 0.00
H -6.6835 1.8423 -1.1781 0.00
H -4.3605 3.6905 0.9811 0.00
H -2.0006 3.0986 1.2328 0.00
H -2.5688 -0.5599 -0.5720 -0.02
H -4.9540 -0.0894 -0.9685 0.00
C -0.2561 2.3595 -1.4134 0.05
C 0.9460 3.2406 -1.5288 -0.03
C 1.7942 3.2454 -2.6357 -0.01
C 2.9699 3.9811 -2.6468 0.00
C 3.3236 4.7488 -1.5422 0.00
C 2.4640 4.8099 -0.4482 0.01
C 1.2952 4.0734 -0.4578 0.02
C 4.5781 5.4734 -1.5210 0.00
N 5.5793 6.0381 -1.5075 0.00
H -0.4904 1.8475 -2.3491 -0.01
H -1.1136 2.9951 -1.1756 0.00
H 1.5268 2.6576 -3.5079 0.00
H 3.6176 3.9685 -3.5144 0.00
H 2.7200 5.4311 0.4006 0.00
H 0.6340 4.1367 0.4025 -0.01
C 3.0808 -2.6950 -1.7594 0.00
Si 2.1246 -2.6713 -0.1334 0.00
C 1.8916 -4.4661 0.3205 0.00
C 3.2109 -1.9196 1.2140 0.00
Si 0.0633 -1.5146 -0.2567 0.01
Si -0.7502 -2.1624 -2.3432 0.00
C 0.0642 -1.1074 -3.6610 0.00
C -2.5958 -1.9973 -2.6156 0.00
C -0.2940 -3.9403 -2.6669 0.00
Si -1.1079 -2.5373 1.5213 0.01
C -1.6126 -4.3082 1.2146 0.00
C 0.0369 -2.4499 3.0070 0.00
C -2.7121 -1.7267 2.0651 0.00
H 4.0226 -2.1488 -1.6560 0.00
H 2.5366 -2.2720 -2.6040 0.00
H 3.3215 -3.7311 -2.0166 0.00
H 2.8350 -4.9943 0.1447 0.00
H 1.1157 -4.9554 -0.2706 0.00
H 1.6430 -4.5788 1.3776 0.00
H 4.1932 -1.6435 0.8171 0.00
H 3.3729 -2.6519 2.0109 0.00
H 2.7722 -1.0325 1.6769 0.00
H -0.1995 -0.0487 -3.5589 0.00
H -0.2742 -1.4353 -4.6504 0.00
H 1.1537 -1.1974 -3.6489 0.00
H -2.9078 -0.9518 -2.7025 0.00
H -3.1876 -2.4765 -1.8267 0.00
H -2.8425 -2.4934 -3.5596 0.00
H 0.7914 -4.0656 -2.7323 0.00
H -0.7319 -4.2746 -3.6133 0.00
H -0.6592 -4.5987 -1.8728 0.00
H -0.7612 -4.9721 1.0919 0.00
H -2.2317 -4.3920 0.3139 0.00
H -2.2069 -4.6685 2.0623 0.00
H 0.8460 -3.1830 2.9300 0.00
H -0.5221 -2.6616 3.9258 0.00
H 0.5064 -1.4650 3.1120 0.00
H -3.5140 -1.8382 1.3284 0.00
H -2.6084 -0.6666 2.2974 0.00
H -3.0271 -2.2391 2.9804 0.00
```

Calculated values
ΔE to the lowest compared entry with this formula, charge and spin ... 7.6 kcal per mole
Total charge ... +1
HOMO (spin up / spin down) ... -10.26 / -10.15 eV
Spin multiplicity ... 2
F_max ... 0.0299 hartree/bohr

Record 2
Here is a structure of composition C43H36GaN5O4S from the OMol25 dataset. Energies are from ωB97M-V/def2-TZVPD.

The geometry in XYZ format:
```
90
Properties=species:S:1:pos:R:3:lowdin_charge:R:1
Ga -0.1711 -0.3580 0.1587 0.46
O -0.2960 1.4387 0.0198 -0.13
C -1.0695 2.2979 0.8128 -0.41
C -1.7738 1.4596 1.9407 -0.04
C -0.7843 0.7179 2.7931 -0.19
C -0.4651 1.0997 4.0864 0.00
C 0.5923 0.4889 4.7359 -0.02
C 1.3140 -0.4954 4.0846 0.00
C 0.9197 -0.8976 2.8212 -0.22
C 1.6583 -1.9539 2.0649 -0.04
C 2.4441 -1.4029 0.8233 -0.42
O 1.5906 -0.7113 -0.0473 -0.11
C 3.1048 -2.5763 0.0853 -0.16
C 3.5554 -3.7275 0.7249 -0.06
C 4.2030 -4.7343 0.0132 -0.09
C 4.4018 -4.6078 -1.3523 -0.10
C 3.9584 -3.4598 -2.0002 -0.07
C 3.3230 -2.4540 -1.2861 -0.01
C 3.5186 -0.4317 1.3397 -0.12
C 4.8027 -0.8516 1.6841 -0.02
C 5.7189 0.0380 2.2321 -0.08
C 5.3668 1.3632 2.4436 -0.09
C 4.0937 1.7925 2.0927 -0.07
C 3.1808 0.9038 1.5407 -0.01
N -0.1390 -0.3184 2.2185 0.15
C -0.1721 3.4296 1.3532 -0.13
C -0.4747 4.1569 2.4996 -0.04
C 0.3113 5.2333 2.8941 -0.08
C 1.4026 5.6172 2.1308 -0.10
C 1.6963 4.9173 0.9671 -0.08
C 0.9208 3.8318 0.5876 -0.02
C -2.1299 3.0239 -0.0357 -0.15
C -3.1304 3.7876 0.5576 -0.03
C -4.0331 4.5048 -0.2165 -0.08
C -3.9410 4.4751 -1.6006 -0.10
C -2.9418 3.7193 -2.1991 -0.07
C -2.0439 3.0008 -1.4221 -0.03
H -2.4119 0.7582 1.4052 0.10
H -2.4137 2.0886 2.5533 0.11
H -1.0312 1.8833 4.5692 0.12
H 0.8689 0.7993 5.7372 0.12
H 2.1790 -0.9563 4.5427 0.12
H 0.9505 -2.6781 1.6676 0.12
H 2.3505 -2.4448 2.7428 0.12
H 3.4172 -3.8592 1.7921 0.11
H 4.5483 -5.6211 0.5329 0.10
H 4.9020 -5.3939 -1.9062 0.10
H 4.1118 -3.3464 -3.0675 0.10
H 2.9736 -1.5586 -1.7836 0.12
H 5.1026 -1.8792 1.5224 0.11
H 6.7136 -0.3091 2.4897 0.10
H 6.0829 2.0586 2.8658 0.10
H 3.8045 2.8252 2.2441 0.10
H 2.2000 1.2575 1.2411 0.10
H -1.3564 3.9199 3.0853 0.10
H 0.0590 5.7798 3.7958 0.10
H 2.0141 6.4587 2.4355 0.10
H 2.5353 5.2149 0.3491 0.10
H 1.1523 3.2822 -0.3158 0.12
H -3.2206 3.8385 1.6386 0.10
H -4.8075 5.0909 0.2639 0.10
H -4.6406 5.0402 -2.2055 0.10
H -2.8672 3.6805 -3.2795 0.10
H -1.2744 2.4004 -1.8853 0.11
N -4.4239 -1.0925 -6.5601 0.10
C -4.0756 -1.1182 -5.2244 -0.32
C -2.7721 -0.8030 -4.8237 -0.03
C -2.4374 -0.7807 -3.4854 -0.05
C -3.3960 -1.0901 -2.5326 -0.30
C -4.6907 -1.4144 -2.9076 -0.05
C -5.0288 -1.4282 -4.2473 -0.02
S -3.0378 -0.9741 -0.8185 0.65
O -2.9359 0.4236 -0.4952 -0.29
O -3.9664 -1.7736 -0.0728 -0.28
N -1.4891 -1.5491 -0.6134 -0.10
C -1.2629 -2.9115 -0.8672 -0.42
N -0.0653 -3.3958 -0.5333 0.14
C 0.1804 -4.6651 -0.8482 -0.10
C -0.7538 -5.4807 -1.4604 -0.05
C -1.9825 -4.9004 -1.7019 -0.11
N -2.2456 -3.6301 -1.4165 0.14
H -3.6943 -1.0871 -7.2481 0.09
H -5.2880 -1.5199 -6.8361 0.09
H -2.0245 -0.5714 -5.5735 0.11
H -1.4290 -0.5306 -3.1782 0.12
H -5.4156 -1.6675 -2.1424 0.12
H -6.0400 -1.6802 -4.5501 0.11
H 1.1661 -5.0326 -0.5871 0.11
H -0.5432 -6.5089 -1.7164 0.10
H -2.8031 -5.4649 -2.1367 0.11
```

Calculated values
ΔE to the lowest compared entry with this formula, charge and spin ... 1.6 kcal per mole
HOMO ... -8.23 eV
F_max ... 0.0103 hartree/bohr

Record 3
Here is a cluster of 4 separate species, C3H12O4 in total at a distorted geometry from the OMol25 dataset. Energies are from ωB97M-V/def2-TZVPD.

The geometry in XYZ format:
```
19
Properties=species:S:1:pos:R:3:lowdin_charge:R:1
C 3.1225 -0.3461 -0.4028 0.01
C 2.0136 -0.9695 -0.0410 -0.15
C 0.9242 -0.3114 0.7538 -0.21
O 0.4532 0.8297 -0.0225 -0.11
H 3.7781 -0.7181 -1.1845 0.05
H 3.5280 0.5775 0.0004 0.06
H 1.7474 -1.9049 -0.5249 0.10
H 0.0792 -0.9868 0.9038 0.11
H 1.2947 0.0750 1.7110 0.12
H -0.0665 1.3395 0.6245 0.05
O -1.5661 0.2204 -1.5104 -0.09
H -1.1672 -0.1091 -2.3368 0.07
H -0.7678 0.4381 -0.9594 -0.01
O -2.3489 -1.9985 -0.1643 -0.11
H -2.1366 -1.2617 -0.8053 -0.01
H -3.0625 -1.5804 0.3313 0.02
O -1.6013 2.0734 1.2995 -0.03
H -2.4845 1.7828 1.5675 0.07
H -1.7395 2.8499 0.7603 0.06
```

Calculated values
Structure (SMILES) ... C=CCO.O.O.O
ΔE to the lowest compared entry with this formula, charge and spin ... 24.6 kcal per mole
HOMO ... -9.92 eV
F_max ... 0.0203 hartree/bohr

Record 4
Here is a cluster of 2 separate species, C2H5NO2S in total at a distorted geometry from the OMol25 dataset. Energies are from ωB97M-V/def2-TZVPD.

The geometry in XYZ format:
```
11
Properties=species:S:1:pos:R:3:lowdin_charge:R:1
O 3.6178 -0.2862 -0.9021 0.16
C 3.2041 -0.3296 0.1925 -0.53
O 2.9702 -0.4977 1.2875 0.20
C -0.5102 -0.4748 0.2478 -0.12
N 0.8082 0.1359 -0.2158 -0.56
S 1.0219 1.7826 -0.0279 0.70
H -0.5605 -0.0118 1.2224 0.05
H -1.3325 0.0428 -0.1830 0.04
H -0.5886 -1.5965 0.2107 0.10
H 1.0258 0.0111 -1.1999 0.05
H -0.0300 2.5674 -0.6569 -0.10
```

Calculated values
Structure (SMILES) ... O=C=O.CNS
ΔE to the lowest compared entry with this formula, charge and spin ... 20.3 kcal per mole
HOMO ... -9.43 eV
F_max ... 0.0681 hartree/bohr

Record 5
Here is a cluster of 2 separate species, C5H11NO in total from the OMol25 dataset. Energies are from ωB97M-V/def2-TZVPD.

The geometry in XYZ format:
```
18
Properties=species:S:1:pos:R:3:lowdin_charge:R:1
C 1.2238 1.8377 -0.6888 -0.08
C -0.0618 1.1302 -0.3403 -0.24
N -0.3655 0.5842 0.7642 -0.03
C 0.5827 0.6346 1.8620 -0.13
H 2.0938 1.2879 -0.3115 0.07
H 1.3177 1.9430 -1.7729 0.07
H 1.2494 2.8408 -0.2456 0.08
H -0.8156 1.0479 -1.1309 0.10
H 1.3063 -0.1867 1.7670 0.08
H 1.1460 1.5753 1.9266 0.07
H 0.0407 0.4892 2.8004 0.07
C -0.5506 -2.0914 -0.9023 -0.07
C -1.8292 -1.5403 -0.3236 -0.36
O -2.6447 -0.9245 -0.9698 0.02
H -0.6845 -3.1666 -1.0796 0.08
H -0.3325 -1.6031 -1.8567 0.08
H 0.2851 -1.9660 -0.2053 0.07
H -2.0055 -1.7730 0.7459 0.11
```

Calculated values
Structure (SMILES) ... C/C=N\C.CC=O
ΔE to the lowest compared entry with this formula, charge and spin ... 43.2 kcal per mole
HOMO ... -9.48 eV
F_max ... 0.0098 hartree/bohr

Q: ΔE to the lowest compared entry with this formula, charge and spin of number 1 (C29H46N6S2Si4Ti)?
A: 7.6 kcal per mole

Q: Number 2 is which compound?
A: C43H36GaN5O4S

Q: Among the records above, which one has the lowest ΔE to the lowest compared entry with this formula, charge and spin?
A: C43H36GaN5O4S